Formula: C9H22O3PdSi
Source: the OMol25 dataset
Level of theory: ωB97M-V/def2-TZVPD

The calculation puts the HOMO energy at -14.58 eV. The total energy is -998.27950 Eh. The value obtained for the HOMO-LUMO gap is 1.8 eV. Its maximum force is 0.72 eV Å⁻¹. Its multiplicity is 1. The total charge is +2.

```
36
Properties=species:S:1:pos:R:3:forces:R:3
O 2.558 2.409 -1.599 0.1334 -0.1979 0.2004
C -1.911 -3.071 3.321 0.1903 0.1087 -0.0304
H 2.472 0.662 -2.692 -0.1152 -0.0314 0.1088
H -0.312 -4.421 3.968 -0.0512 0.0179 -0.0103
H -2.547 -3.194 0.742 -0.0266 0.0830 0.0187
O 1.215 0.580 -1.042 -0.0451 0.3125 -0.0588
H -0.436 -2.927 4.914 -0.0003 -0.0402 -0.0330
C 2.423 0.995 -1.647 0.1307 0.1152 -0.1780
H 0.634 3.040 -1.076 0.1050 -0.0303 -0.0400
H 0.741 6.276 -2.110 0.0364 -0.2245 0.2824
H -2.509 -2.248 3.722 -0.0367 -0.1013 0.0059
H -0.187 0.889 -2.588 -0.0588 0.0116 0.1330
H -1.639 -4.226 5.105 0.0655 0.0621 0.0243
H -1.369 -2.832 -1.146 0.0252 0.0304 0.0092
Si -1.328 -0.371 -0.886 -0.3716 0.2749 0.0444
C -1.033 -2.197 -0.325 0.1175 -0.4164 -0.0308
H 2.431 4.613 -2.972 0.2135 0.3223 -0.0754
H 0.918 2.789 -2.809 0.0050 0.1187 0.0726
C -1.019 -2.485 2.183 -0.1716 -0.1002 0.1189
C 0.216 0.108 -1.907 0.4490 -0.2352 -0.0770
H -2.526 -0.332 -1.739 0.0130 -0.0494 0.0198
H -2.609 -3.819 2.939 0.0882 -0.0230 -0.0368
H -0.619 -1.524 2.514 0.0568 -0.0487 -0.0609
C 1.397 3.127 -1.868 -0.1120 -0.3757 -0.2015
H -0.182 -3.155 1.979 -0.0918 0.0066 -0.0392
H 0.035 -2.361 -0.171 -0.0431 0.2047 0.0846
H 0.587 -0.720 -2.522 -0.0998 0.1117 -0.0859
C -1.009 -3.692 4.388 -0.1488 0.0183 0.0637
O 0.623 5.314 -2.053 -0.1318 0.1313 -0.4573
C 1.759 4.575 -1.943 -0.2085 0.5311 0.4325
C -1.898 -2.326 0.942 0.1549 0.1249 -0.0649
Pd 3.491 6.006 -2.833 -0.0880 -0.5411 -0.1165
H -2.602 -1.502 1.136 -0.0144 -0.0694 -0.0039
H 3.263 0.615 -1.074 -0.0494 -0.0578 0.0020
H 2.433 4.861 -1.109 -0.0175 0.0064 -0.0025
H -1.462 0.546 0.259 0.0976 -0.0496 -0.0181
```
Positions in Å, forces in eV/Å.